(1)
16
Properties=species:S:1:pos:R:3 method="wB97M-V/def2-TZVPD" orbital_gap_ev=11.04 e_lumo_ev=1.1 homo_ev=-9.9 mol_weight_g_mol=82.146 relative_energy_kj_mol=148.53 smiles=C#CCCCC total_energy_ev=-6382.320
H -2.3566 -0.4570 1.2703
H -1.2514 0.1281 -1.5430
C 2.4500 -0.1861 0.2028
H 1.2137 -0.3393 -1.4680
C 3.3183 -0.6497 0.8972
H -0.8772 -1.2997 -0.5888
H 4.0975 -1.0461 1.5083
H -0.2171 1.5606 0.2665
C -1.1330 -0.2342 -0.5125
H 1.6652 1.3005 -1.0557
H -2.7452 0.9780 0.3088
C 0.0287 0.4971 0.1584
C 1.3583 0.3420 -0.6211
H 0.1557 0.1058 1.1737
C -2.4477 -0.0757 0.2463
H -3.2594 -0.6243 -0.2432

=====

(2)
16
Properties=species:S:1:pos:R:3 method="wB97M-V/def2-TZVPD" orbital_gap_ev="8.55 / 8.55" e_lumo_ev="-0.7 / -0.7" homo_ev="-9.3 / -9.3" mol_weight_g_mol=82.146 relative_energy_kj_mol=561.34 total_energy_ev=-6378.042
C 0.7212 0.8571 -0.7448
H -0.9923 1.4223 1.5993
H 2.4325 -0.1090 0.4068
H 0.0739 -1.9163 0.5311
H -2.0996 0.7116 -1.5973
C -0.5848 0.7158 2.3559
H 1.3687 0.8988 -1.6291
H 0.4088 1.8744 -0.4905
C 1.3426 -0.0265 0.3654
C 0.5380 -1.2305 -0.1843
H -1.1342 -0.2167 2.0984
H 1.1341 -1.8116 -0.8990
H 1.0056 0.2763 1.3818
C -1.6301 -0.1908 -1.2128
C -0.3471 -0.2129 -0.8812
H -2.2536 -1.0767 -1.1173

=====

(3)
16
Properties=species:S:1:pos:R:3 method="wB97M-V/def2-TZVPD" orbital_gap_ev=11.23 e_lumo_ev=1.3 homo_ev=-10.0 mol_weight_g_mol=82.146 relative_energy_kj_mol=121.48 smiles=C1C[C@H]2CC[C@@H]12 total_energy_ev=-6382.600
C 1.4713 -0.1339 -0.0302
H -1.0524 0.8847 1.4711
H 1.2977 1.6296 -1.3468
H -0.3569 -1.5518 1.5629
C -0.8060 -1.1834 0.6325
H 0.2842 -1.5526 -1.3185
C 0.1760 -0.8406 -0.4977
H 1.6685 -0.2625 1.0396
C -0.4796 0.5577 -0.6692
C -1.3317 0.2763 0.6024
H -1.0282 0.8515 -1.5688
H 2.3721 -0.4151 -0.5810
H -1.5714 -1.9016 0.3226
H -2.4131 0.3643 0.4640
H 0.8990 2.0373 0.3345
C 0.8706 1.2401 -0.4173

=====

(4)
18
Properties=species:S:1:pos:R:3 method="wB97M-V/def2-TZVPD" orbital_gap_ev=9.07 e_lumo_ev=-0.3 homo_ev=-9.4 mol_weight_g_mol=106.965 relative_energy_kj_mol=112.93 smiles="BC1=C(C)CN=C1C" total_energy_ev=-8548.640
H -2.8199 -0.7722 -0.4383
H -1.9896 1.4937 0.8858
H -1.5854 -1.8225 -1.2594
C -1.9748 -0.8037 -1.1497
H 2.2645 -0.1691 1.6604
H 2.1834 -1.7822 -0.1352
C 2.0821 0.8263 1.3319
N -0.0491 1.6907 0.7175
C 0.3048 -0.4774 -0.0185
H 0.5998 -2.4934 -1.3050
C -1.2437 1.2922 0.1623
H -1.4543 2.0370 -0.6321
H 2.1854 1.5156 2.1016
H -2.1935 -0.4084 -2.1228
C -0.9300 -0.0468 -0.4619
H 2.8417 0.8846 0.4892
C 0.7774 0.7491 0.6605
B 1.0012 -1.7134 -0.4860

=====

(5)
19
Properties=species:S:1:pos:R:3 method="wB97M-V/def2-TZVPD" orbital_gap_ev=9.76 e_lumo_ev=-3.2 homo_ev=-13.0 mol_weight_g_mol=255.961 total_charge=+1 total_energy_ev=-147949.322
H 1.5848 -0.7485 0.5469
H -1.2737 1.1263 -0.6431
C -1.4559 -0.5874 1.2754
C 0.6742 0.8358 -1.5910
H -1.1352 -0.4403 -1.3273
C -0.3228 -0.1612 0.4132
H 1.5191 0.4952 1.6494
N -0.6118 0.3712 -0.8708
H -0.2195 -2.3479 1.1177
Br -1.1238 -0.3432 3.1930
H 2.5250 1.2211 -0.4203
C -1.0806 -1.9507 0.6988
C 1.5070 1.1822 -0.3705
H 1.1868 2.1962 -0.2113
H 0.8697 -0.0753 -2.1303
H -2.2912 0.0179 1.0966
C 1.1450 0.1548 0.7231
H 0.5054 1.5698 -2.2988
Br -2.0023 -2.5161 -0.8508

=====

(6)
20
Properties=species:S:1:pos:R:3 method="wB97M-V/def2-TZVPD" orbital_gap_ev=9.15 e_lumo_ev=0.5 homo_ev=-8.6 mol_weight_g_mol=269.968 smiles="Br/C=N/N1CCC(Br)CC1" total_energy_ev=-149445.835
C -0.6549 0.2536 1.1504
H -1.6762 1.4663 -0.9390
Br 3.5203 2.4899 0.5421
C -0.8892 -0.4923 -1.3450
N 1.0807 1.6568 0.1456
H -0.4255 0.4826 2.1917
H -1.0070 -0.8076 -2.4989
N -0.1766 1.2880 0.2956
H 0.8198 -1.5408 1.1639
C 2.0040 1.1932 0.9129
H -0.1297 1.5074 -1.6505
C -0.0040 -1.4690 -0.6407
H -1.9186 -0.6626 -0.9824
Br 1.6908 -1.9039 -1.3300
C -0.1898 -1.1953 0.8050
H -1.0540 -1.7846 1.2117
C -0.7154 1.0488 -0.9684
H -0.4939 -2.4299 -0.8037
H 1.9087 0.6642 1.8453
H -1.6893 0.2350 0.8944